1.
Entry from OMol25: a structure of composition C43H38BGaN8O6S2 in a non-equilibrium geometry (the ωB97M-V functional and the def2-TZVPD basis).

Each line ends with the Mulliken charge.
Positions of all 99 atoms, in Å:
Ga: 0.0444 -0.0220 0.0832  2.088
C: -4.9150 -1.9013 -0.3581  -1.561
C: -3.9146 -0.8685 0.0196  0.880
C: -4.0875 0.2313 0.8389  -1.583
C: -2.8476 0.8772 0.8852  -0.393
N: -1.9878 0.1871 0.1225  0.464
N: -2.6420 -0.8561 -0.4088  0.396
B: -1.9428 -1.8438 -1.3471  -1.601
N: -1.0640 -1.1218 -2.3765  0.649
N: -0.1003 -0.2431 -2.0258  0.520
C: 0.5505 0.1034 -3.1470  -0.196
C: 0.0013 -0.6089 -4.2196  -1.476
C: -1.0092 -1.3815 -3.6926  0.582
C: -1.8809 -2.3498 -4.4077  -1.524
C: 1.6615 1.0272 -3.3748  0.666
C: 1.6812 1.7187 -4.5912  -0.862
C: 2.7935 2.4372 -4.9801  -0.821
C: 3.9074 2.4952 -4.1572  -0.424
C: 3.8796 1.8549 -2.9288  -0.756
C: 2.7715 1.1183 -2.5429  0.438
N: -0.9682 -2.6876 -0.5295  0.656
N: -0.0201 -2.0516 0.1705  -0.099
C: 0.6208 -2.9432 0.9324  0.714
C: 0.0662 -4.2043 0.6494  -1.609
C: -0.9374 -3.9993 -0.2719  0.283
C: -1.8438 -4.9940 -0.9015  -1.466
C: 2.3233 -1.7483 2.8890  1.895
C: 3.6248 -2.2325 3.4311  -1.821
C: 4.4709 -1.4657 4.1219  -0.674
C: 4.1623 -0.0883 4.4113  -0.857
C: 3.1644 0.4838 3.7416  -0.977
C: 2.3805 -0.2508 2.7214  1.311
C: -2.5914 2.1386 1.5850  0.987
C: -3.6192 3.0815 1.6657  -0.965
C: -3.4534 4.2533 2.3805  -0.897
C: -2.2542 4.5271 3.0175  -0.687
C: -1.2215 3.6118 2.9250  -0.772
C: -1.3910 2.4302 2.2278  0.614
H: -5.8729 -1.6692 0.0991  0.450
H: -4.5951 -2.8782 -0.0031  0.228
H: -5.0380 -1.9510 -1.4391  0.242
H: -4.9793 0.5031 1.3661  0.657
H: -2.7430 -2.5111 -1.8951  -0.053
H: 0.3468 -0.5997 -5.2308  0.731
H: -1.6020 -2.3721 -5.4576  0.421
H: -2.9283 -2.0678 -4.3252  0.284
H: -1.7649 -3.3498 -3.9948  0.206
H: 0.8197 1.6899 -5.2409  0.519
H: 2.7994 2.9364 -5.9380  0.411
H: 4.7839 3.0405 -4.4785  0.400
H: 4.7354 1.8910 -2.2700  0.515
H: 2.7864 0.5809 -1.6113  0.345
H: 0.3266 -5.1430 1.0885  0.696
H: -1.5412 -6.0028 -0.6360  0.448
H: -1.8266 -4.9043 -1.9849  0.172
H: -2.8661 -4.8381 -0.5656  0.203
H: 3.9070 -3.2529 3.2265  0.423
H: 5.4141 -1.8713 4.4575  0.469
H: 4.7543 0.4423 5.1382  0.464
H: 2.9129 1.5231 3.8799  0.445
H: 1.4017 0.1947 2.6539  -0.776
H: -4.5611 2.8877 1.1727  0.441
H: -4.2690 4.9568 2.4576  0.433
H: -2.1341 5.4280 3.6014  0.427
H: -0.2831 3.8008 3.4257  0.512
H: -0.6024 1.6993 2.2368  0.706
O: 4.0960 -0.8138 0.7344  -0.828
S: 3.0838 0.1340 1.0940  2.048
O: 3.4959 1.5240 1.0935  -0.948
O: 1.8806 -0.0270 0.1701  -0.775
C: 1.5704 -2.8364 2.0786  2.169
C: 2.1935 -4.1848 2.2440  -1.803
C: 2.1051 -4.8952 3.3780  -0.525
C: 1.3475 -4.4287 4.5110  -0.665
C: 0.7921 -3.2064 4.5023  -1.614
C: 0.9936 -2.3050 3.3859  0.708
S: -0.4976 -1.2832 3.1471  1.786
O: -1.5281 -2.2106 2.7560  -0.885
O: -0.7101 -0.5704 4.3776  -0.822
O: -0.2438 -0.2854 2.0358  -1.633
H: 2.7025 -4.5658 1.3700  0.429
H: 2.5619 -5.8731 3.4432  0.459
H: 1.2011 -5.1046 5.3395  0.464
H: 0.1296 -2.8551 5.2789  0.570
N: 0.8011 4.1570 -0.0307  0.079
C: 1.0616 2.8555 0.1759  -1.152
N: 0.1178 2.0794 -0.2985  0.476
C: -0.8198 2.9103 -0.8750  0.433
C: -1.9909 2.6426 -1.5769  -0.042
C: -2.7474 3.7122 -2.0006  -1.044
C: -2.3466 5.0289 -1.7684  -0.776
C: -1.1569 5.3173 -1.1334  -1.075
C: -0.4009 4.2434 -0.6891  0.498
H: 1.4046 4.9160 0.2393  0.292
H: 1.9720 2.4955 0.6357  0.952
H: -2.2862 1.6282 -1.7812  0.298
H: -3.6667 3.5227 -2.5326  0.463
H: -2.9764 5.8347 -2.1103  0.425
H: -0.8323 6.3353 -0.9944  0.497

Properties
calculated total energy = -144140.84858 eV
gap between HOMO and LUMO = 0.3051 hartree
multiplicity = 1
charge = 0



2.
Entry from OMol25: a structure of composition C18H27CoN3S2 in a non-equilibrium geometry (the ωB97M-V functional and the def2-TZVPD basis).

Each line ends with the Löwdin spin population.
Positions of all 51 atoms, in Å:
Co: -0.3121 -0.0116 -0.0528  2.582
S: -0.9601 -0.9344 1.8909  0.070
S: 0.2784 -0.3191 -2.2116  0.069
C: -0.4937 -2.6875 2.0897  0.014
C: -2.7461 -1.1591 1.6626  0.005
C: -3.0257 -1.6634 0.2592  0.003
N: -2.3340 -0.7607 -0.6837  0.058
C: -2.3529 -1.2132 -2.0814  0.003
C: -1.3882 -0.3717 -2.8979  0.003
H: -3.1896 -0.1683 1.8113  0.000
H: -3.0916 -1.8441 2.4418  0.001
H: -4.1134 -1.7344 0.0694  0.001
H: -2.6288 -2.6793 0.1229  0.000
H: -3.3668 -1.1573 -2.5211  0.001
H: -2.0616 -2.2759 -2.0973  0.000
H: -1.7134 0.6697 -2.9210  0.000
H: -1.2811 -0.7471 -3.9169  0.001
C: 0.8122 -2.0061 -2.6317  0.014
H: -2.7135 0.1911 -0.5964  0.003
H: 0.2584 -2.7774 -2.0853  0.001
H: 1.8838 -2.0799 -2.4185  0.000
H: 0.6437 -2.1063 -3.7120  0.003
H: 0.5169 -2.7162 2.5084  0.000
H: -0.5277 -3.2998 1.1779  0.001
H: -1.2073 -3.0701 2.8286  0.002
C: -2.8133 2.8567 0.3291  0.001
C: -2.0096 3.7367 0.9711  0.000
H: -3.2562 1.9674 0.7789  0.000
H: -3.0649 3.0467 -0.7181  0.000
H: -1.5655 3.5048 1.9404  0.000
H: -1.7627 4.7675 0.5852  0.000
C: 3.6708 -2.4155 0.7867  0.004
C: 4.4947 -1.3430 1.1340  -0.002
C: 3.9552 -0.0602 1.1461  0.003
C: 2.6012 0.1467 0.8151  0.001
N: 1.8129 -0.9103 0.4719  0.052
C: 2.3331 -2.1526 0.4700  0.003
C: 2.0283 1.4901 0.6451  0.011
C: 2.7635 2.6872 0.7158  0.000
C: 2.1726 3.8883 0.3117  0.011
C: 0.8833 3.8721 -0.2178  0.001
C: 0.2152 2.6571 -0.3061  0.023
N: 0.7215 1.5206 0.2133  0.052
H: 4.0507 -3.4384 0.7780  0.000
H: 5.5470 -1.4870 1.3821  0.000
H: 4.5493 0.8189 1.3767  0.000
H: 1.6914 -3.0032 0.2201  0.000
H: 3.7963 2.6488 1.0358  0.000
H: 2.7175 4.8259 0.3842  0.001
H: 0.3501 4.7586 -0.5423  0.000
H: -0.7681 2.5384 -0.7416  0.004

Properties
calculated total energy = -82857.52557 eV
gap between HOMO and LUMO (spin up / spin down) = 0.3125 / 0.2924 hartree
multiplicity = 4
charge = +2



3.
Entry from OMol25: an isolated molecule of C2HN5O in a non-equilibrium geometry (the ωB97M-V functional and the def2-TZVPD basis).

Each line ends with the Mulliken charge.
Positions of all 9 atoms, in Å:
O: -2.4472 0.1127 0.6239  -0.484
C: -1.3002 0.1926 0.0965  0.509
N: -0.6333 -0.9808 -0.3041  -0.330
C: 0.6703 -1.0312 -0.2881  0.026
N: 1.4127 -0.3559 0.5584  -0.087
N: 1.3870 0.8542 0.6327  -0.039
N: 0.5163 1.6228 -0.2651  -0.079
N: -0.7069 1.3972 -0.4192  -0.019
H: 1.1014 -1.8115 -0.6350  0.501

Properties
ΔE to the lowest compared entry with this formula, charge and spin = 353.62 kJ/mol
calculated total energy = -11582.34347 eV
gap between HOMO and LUMO = 0.2979 hartree
multiplicity = 1
SMILES string = O=c1ncnnnn1
charge = 0



4.
Entry from OMol25: a cluster of 12 separate species, C4H35N3O11 in total in a non-equilibrium geometry (the ωB97M-V functional and the def2-TZVPD basis).

Each line ends with the Mulliken charge.
Positions of all 53 atoms, in Å:
C: -2.9974 -1.2360 0.8762  -1.278
C: -1.8810 -0.1123 0.5541  -0.086
C: -2.5247 0.7979 -0.5735  1.454
N: -3.1568 1.9608 0.0299  -0.455
N: -0.4173 -0.5734 0.2248  0.107
C: -0.2971 -1.4563 -1.0367  -0.465
N: 0.3472 -0.7778 -2.1262  -0.507
H: -3.7529 -0.7821 1.6519  0.320
H: -3.5007 -1.4870 -0.0188  0.316
H: -2.6157 -2.2010 1.1991  0.377
H: -1.8681 0.4350 1.5285  0.335
H: -3.2224 0.2307 -1.1446  -1.444
H: -1.6616 1.1939 -1.2522  0.351
H: -3.1989 2.8151 -0.5284  0.222
H: -3.1983 1.9056 1.0497  0.203
H: 0.0429 0.2920 -0.0106  -0.338
H: -1.2953 -1.9395 -1.2825  0.323
H: 0.2121 -2.3660 -0.7094  0.249
H: 0.5215 0.1569 -1.8790  0.260
H: 1.2720 -1.1952 -2.2814  0.247
O: -4.8710 -0.6492 -2.6607  -0.690
H: -3.8416 -0.7346 -2.5762  0.364
H: -5.0794 0.2035 -2.3023  0.300
O: 4.4927 -2.0880 -1.4981  -0.611
H: 4.5472 -1.9474 -0.5117  0.320
H: 3.7518 -2.7090 -1.4538  0.298
O: 3.5004 0.0071 -3.4674  -0.681
H: 2.7876 0.1806 -2.8290  0.275
H: 4.2869 -0.3346 -2.9744  0.339
O: 2.0570 1.4570 -0.8257  -0.537
H: 2.7046 2.1079 -0.8277  0.268
H: 1.3450 1.8447 -0.2607  0.187
O: 3.1585 -0.6523 0.2783  -0.752
H: 2.7142 -0.0256 -0.2364  0.327
H: 3.6505 -0.3345 1.0390  0.474
O: -0.6099 2.2460 3.6363  -0.621
H: 0.1012 1.5441 3.6137  0.373
H: -1.3284 1.9958 4.2075  0.241
O: -2.4056 -1.2831 -3.1093  -0.643
H: -1.4994 -0.9413 -3.2259  0.324
H: -2.6946 -1.1562 -4.0136  0.335
O: 3.9994 0.3414 2.4978  -0.715
H: 3.3552 0.9720 2.7538  0.330
H: 3.6812 -0.4718 2.9157  0.339
O: 1.4012 -1.7163 2.0104  -0.893
H: 2.0261 -1.3168 1.3512  0.466
H: 0.5208 -1.6878 1.4668  0.476
O: 0.4555 -0.1986 3.8531  -0.683
H: 0.8958 -0.7717 3.1812  0.423
H: -0.1842 -0.6084 4.3822  0.236
O: 0.1342 3.3867 0.3092  -0.550
H: 0.1761 4.1721 -0.2041  0.242
H: -0.0362 3.5073 1.2097  0.250

Properties
ΔE to the lowest compared entry with this formula, charge and spin = 169.43 kJ/mol
calculated total energy = -31707.31997 eV
gap between HOMO and LUMO = 0.3166 hartree
multiplicity = 1
SMILES string = C[C@H](CN)NCN.O.O.O.O.O.O.O.O.O.O.O
charge = 0



5.
Entry from OMol25: a structure of composition C30H46BrCaN3P2 in a non-equilibrium geometry (the ωB97M-V functional and the def2-TZVPD basis).

Each line ends with the Mulliken charge.
Positions of all 83 atoms, in Å:
N: -5.0260 4.6959 -2.3947  -0.525
C: -4.4347 5.1233 -1.2725  -0.349
C: -3.0779 4.8893 -0.9792  -0.427
C: -2.2845 4.1242 -1.8562  0.429
C: -2.9159 3.7466 -3.0727  -0.269
C: -4.2790 4.0482 -3.2915  -0.371
C: -0.8632 3.8258 -1.5311  -0.444
Ca: 0.8988 3.0156 0.0825  2.044
P: 4.4274 0.4654 0.2487  -0.114
C: -0.1784 2.7168 -2.0557  -1.639
C: -0.6163 1.3343 -1.8339  1.511
C: -0.1544 0.2674 -2.6471  -1.443
C: -0.4708 -1.0410 -2.3434  -0.250
C: -1.1150 -1.4018 -1.1316  0.021
C: -1.6002 -0.3295 -0.3329  -1.201
C: -1.3918 1.0023 -0.6943  0.025
Br: 1.4071 -1.9723 -0.0469  -0.266
H: -0.2483 4.7513 -1.2967  0.886
H: 0.5291 2.9010 -2.8727  0.433
H: -2.6769 5.2852 -0.0536  0.291
H: -2.3698 3.2413 -3.8655  0.400
H: -5.0745 5.6763 -0.5757  0.367
H: -4.7803 3.7354 -4.2161  0.374
H: 0.4792 0.4966 -3.5208  0.483
H: -1.8406 1.8058 -0.0830  0.546
H: -0.1293 -1.8406 -3.0081  0.177
H: -2.0826 -0.5557 0.6292  0.477
P: -1.1403 -3.1525 -0.5823  1.149
C: 3.3371 1.9318 0.2732  0.381
C: 4.3711 3.0551 0.0094  -1.470
H: 2.8724 2.0303 1.2765  0.345
H: 2.6003 1.8303 -0.5666  -0.579
H: 4.0633 4.0343 0.4041  0.372
H: 5.3302 2.7963 0.5000  0.468
H: 4.5948 3.1689 -1.0641  0.371
C: 4.0575 -0.1462 -1.4179  0.133
C: 4.7735 -1.4513 -1.7633  -1.378
H: 4.4016 0.6409 -2.1107  0.341
H: 2.9672 -0.2448 -1.5029  -0.207
H: 4.4541 -1.7876 -2.7550  0.369
H: 5.8569 -1.2984 -1.8081  0.394
H: 4.5620 -2.2592 -1.0567  0.302
C: 3.9359 -0.8470 1.4299  0.394
C: 4.9822 -1.1811 2.5007  -1.534
H: 3.7436 -1.7623 0.8468  -0.007
H: 2.9896 -0.5379 1.8946  0.020
H: 4.6016 -1.9828 3.1450  0.412
H: 5.9187 -1.5349 2.0547  0.349
H: 5.2084 -0.3169 3.1331  0.349
C: -1.1860 -3.4055 1.2345  -0.392
C: -0.9168 -4.8332 1.7162  -1.440
H: -2.1924 -3.1122 1.5808  0.350
H: -0.4623 -2.7078 1.6990  0.487
H: -1.7893 -5.4921 1.6170  0.351
H: -0.0761 -5.3202 1.1981  0.293
H: -0.6781 -4.8015 2.7919  0.420
C: 0.1437 -4.0672 -1.5664  -0.596
C: -0.3209 -4.7713 -2.8350  -1.455
H: 0.6189 -4.7913 -0.8888  0.507
H: 0.9291 -3.3337 -1.8438  0.308
H: -0.9954 -5.6134 -2.6315  0.369
H: -0.8113 -4.1033 -3.5578  0.295
H: 0.5492 -5.1899 -3.3549  0.433
C: -2.6718 -3.9917 -1.0998  -0.595
C: -3.9299 -3.6449 -0.3143  -1.218
H: -2.4728 -5.0736 -1.0361  0.413
H: -2.8043 -3.7563 -2.1659  0.404
H: -4.3994 -2.7461 -0.7295  0.331
H: -4.6534 -4.4622 -0.3978  0.385
H: -3.7452 -3.4892 0.7523  0.278
N: -2.2512 1.5699 5.6552  -0.454
C: -1.6064 1.9442 4.5210  1.238
C: -0.6900 1.0732 3.8886  -0.901
C: -0.1124 1.4635 2.6882  -0.323
N: -0.3230 2.7014 2.1458  -0.298
C: -1.1683 3.5657 2.7880  -0.626
C: -1.8382 3.2150 3.9498  -0.775
H: -2.0902 0.6710 6.0907  0.209
H: -2.8952 2.1945 6.1212  0.208
H: -0.4712 0.0860 4.3035  0.389
H: 0.4919 0.7663 2.0894  0.461
H: -1.2906 4.5467 2.3226  0.434
H: -2.5041 3.9176 4.4432  0.371

Properties
ΔE to the lowest compared entry with this formula, charge and spin = 318.54 kJ/mol
calculated total energy = -143370.64802 eV
gap between HOMO and LUMO (spin up / spin down) = 0.1756 / 0.1684 hartree
multiplicity = 1
charge = +2



6.
Entry from OMol25: the ion C9H12N with charge +1 in a non-equilibrium geometry (the ωB97M-V functional and the def2-TZVPD basis).

Each line ends with the Mulliken charge.
Positions of all 22 atoms, in Å:
C: -2.1181 0.7758 1.1136  -1.293
C: -1.7863 0.0343 -0.1635  0.853
N: -2.2454 -1.1442 -0.4340  -0.262
C: -0.7455 0.5229 -1.0499  -1.308
C: 0.7108 0.1632 -0.4862  0.887
C: 1.1105 -1.1253 -0.1417  -0.300
C: 2.4575 -1.4382 0.0710  -0.643
C: 3.3947 -0.4259 0.4063  -0.505
C: 2.9822 0.8535 0.0929  -0.454
C: 1.7144 1.1026 -0.5313  -0.592
H: -2.4577 -0.0180 1.7971  0.443
H: -2.8773 1.4104 0.8706  0.399
H: -1.2807 1.2424 1.3361  0.391
H: -1.8176 -1.6075 -1.2250  0.294
H: -2.8699 -1.6173 0.2097  0.258
H: -0.6504 1.5554 -1.1020  0.482
H: -0.9413 0.1319 -2.0818  0.396
H: 0.3020 -1.8096 -0.1735  0.337
H: 2.6022 -2.5307 0.2185  0.312
H: 4.3239 -0.5177 0.7875  0.504
H: 3.7213 1.6109 0.2085  0.374
H: 1.3928 2.0123 -0.8761  0.427

Properties
ΔE to the lowest compared entry with this formula, charge and spin = 0.00 kJ/mol
calculated total energy = -11009.86149 eV
gap between HOMO and LUMO = 0.3046 hartree
multiplicity = 1
SMILES string = CC(=[NH2+])Cc1ccccc1
charge = +1